No. 1
The following is a DFT calculation (ωB97M-V/def2-TZVPD) of H2P2S in the gas phase in a non-equilibrium geometry.

The highest occupied orbital energy (spin up / spin down) comes out at -8.264 / -8.261 eV. Its max |F| is 0.064 Eh/bohr. The energy is -29442.057 eV. The frontier orbital gap (spin up / spin down) comes out at 6.812 / 6.810 eV. The value obtained for the energy above the lowest of the compared OMol25 structures with the same formula, charge and spin is 50.3 kcal/mol.

Structure (XYZ):
```
5
Properties=species:S:1:pos:R:3:forces:R:3:nbo_charge:R:1
P -0.254320 0.633881 -0.024734 0.791 1.177 -0.249 0.38
P 1.721069 -0.357529 0.007780 -0.167 1.646 -0.035 -0.09
S -1.595023 -0.628518 0.009663 -2.602 -1.778 0.132 -0.42
H -1.156502 2.083071 -0.178798 2.635 -1.964 0.257 0.12
H 1.284778 -1.730904 0.186090 -0.657 0.919 -0.105 0.01
```
Forces are in eV/Å.

No. 2
The following is a DFT calculation (ωB97M-V/def2-TZVPD) of a molecular structure, C33H35N8O4S4Ti.

The highest occupied orbital energy (spin up / spin down) comes out at -10.275 / -10.276 eV. Its max |F| is 0.002 Eh/bohr. As for the total charge: +1. The energy is -121354.301 eV. The frontier orbital gap (spin up / spin down) comes out at 6.180 / 6.181 eV. The value obtained for the energy above the lowest of the compared OMol25 structures with the same formula, charge and spin is 1.4 kcal/mol.

Structure (XYZ):
```
85
Properties=species:S:1:pos:R:3:forces:R:3:lowdin_charge:R:1
Ti 0.684040 1.675621 0.457551 0.077 -0.029 -0.030 0.92
S 0.761557 2.291254 2.704656 0.007 -0.015 0.007 0.79
C 0.690299 0.698594 3.446261 -0.019 0.008 -0.009 -0.72
N 0.647537 0.473123 4.734366 -0.003 -0.006 0.003 0.10
N 0.589246 1.467773 5.545943 0.003 0.003 0.002 0.03
C 0.556955 1.291123 6.948253 0.001 0.001 -0.004 -0.22
C 0.575488 0.024186 7.514916 0.001 0.001 0.003 -0.02
C 0.544035 -0.086657 8.895037 -0.001 -0.001 0.000 -0.07
C 0.494798 1.045783 9.697535 0.001 -0.001 0.001 -0.08
C 0.477575 2.304456 9.114765 -0.001 0.002 -0.002 -0.07
C 0.508435 2.433009 7.736009 -0.001 -0.003 0.004 -0.03
N 0.765453 -0.429907 2.691480 0.005 0.002 0.005 0.07
N 0.770789 -0.241650 1.447797 -0.002 -0.011 0.012 -0.10
C 0.887251 -1.411659 0.639355 0.001 -0.002 0.011 -0.24
C 1.413935 -2.597582 1.144161 -0.003 -0.004 0.001 0.00
C 1.503614 -3.698530 0.312331 -0.001 0.002 0.001 -0.06
C 1.081158 -3.617520 -1.011545 -0.005 0.000 0.000 -0.07
C 0.572919 -2.427569 -1.508234 0.008 -0.008 -0.008 -0.08
C 0.476005 -1.319432 -0.681443 0.003 0.017 -0.006 -0.05
H 0.591291 2.419108 5.183528 0.000 0.000 0.000 0.11
H 0.618394 -0.851070 6.883292 0.000 0.000 0.000 0.11
H 0.560606 -1.069006 9.347414 0.000 0.000 0.000 0.11
H 0.472436 0.946734 10.773977 0.000 -0.001 0.001 0.11
H 0.442227 3.191166 9.732731 0.000 0.000 0.000 0.11
H 0.499062 3.414308 7.275768 0.000 0.000 0.000 0.12
H 1.749099 -2.641990 2.170328 0.000 -0.001 0.000 0.11
H 1.911326 -4.624354 0.695648 0.000 0.000 0.001 0.11
H 1.154274 -4.485599 -1.654554 0.000 -0.001 0.000 0.11
H 0.247064 -2.337503 -2.536064 0.001 0.002 -0.004 0.08
H 0.047543 -0.412600 -1.105268 -0.008 -0.003 -0.003 0.08
C -0.201233 3.605874 -3.439033 -0.005 -0.006 0.000 -0.02
C 0.422661 3.103222 -2.290466 -0.001 0.019 -0.005 -0.12
N -0.250970 2.497086 -1.325078 -0.017 0.005 -0.012 0.04
C -1.590407 2.341140 -1.479222 -0.014 -0.011 -0.003 -0.14
C -2.293745 2.816548 -2.580524 -0.001 -0.005 0.004 -0.12
C -1.552781 3.471359 -3.585278 0.009 0.002 -0.004 0.03
C -3.715489 2.631350 -2.631485 -0.003 0.007 -0.009 0.00
C -4.369970 2.009887 -1.627892 -0.002 -0.001 0.011 0.00
C -3.658550 1.501059 -0.491882 0.013 0.011 -0.008 -0.14
C -4.271185 0.811414 0.562908 -0.008 -0.004 0.000 0.03
C -3.496159 0.329272 1.587420 0.004 -0.002 0.005 0.00
C -2.117809 0.539822 1.561305 0.002 0.005 -0.006 -0.08
N -1.505302 1.192144 0.581131 -0.028 0.021 0.006 0.05
C -2.273138 1.663537 -0.430216 0.010 0.000 0.011 -0.15
H 0.407225 4.083084 -4.192745 0.002 0.000 0.001 0.13
H 1.490270 3.213225 -2.159125 -0.002 0.006 0.003 0.04
H -2.059607 3.854861 -4.461966 -0.001 0.000 0.001 0.13
H -4.253075 3.006697 -3.492671 0.000 0.000 0.000 0.13
H -5.443318 1.875997 -1.666679 0.000 0.001 0.000 0.13
H -5.343440 0.659342 0.556817 0.000 0.000 0.001 0.13
H -3.927453 -0.211046 2.417510 -0.002 0.000 0.000 0.12
H -1.507440 0.169084 2.369846 0.000 -0.001 0.005 0.10
S 0.590572 0.244630 -4.022140 -0.003 -0.001 0.002 0.66
C 2.047445 -0.612751 -3.884893 0.008 -0.001 0.014 -0.85
N 2.990621 -0.248794 -3.016372 0.002 0.005 -0.006 0.02
C 4.271035 -0.918834 -2.831464 0.000 -0.003 0.000 -0.16
C 4.144627 -2.373672 -3.246232 0.006 0.002 -0.002 -0.15
C 3.529990 -2.445627 -4.633650 -0.002 0.001 0.002 -0.16
N 2.274498 -1.705289 -4.634268 -0.005 0.000 -0.002 0.01
H 2.809964 0.590751 -2.488281 -0.003 -0.004 0.000 0.04
H 4.544709 -0.831412 -1.780269 0.000 0.002 -0.002 0.13
H 5.045200 -0.416723 -3.418708 -0.002 0.000 0.000 0.13
H 3.506683 -2.902928 -2.535413 0.000 0.000 0.000 0.11
H 5.124719 -2.848639 -3.244898 0.000 -0.001 -0.001 0.12
H 3.317454 -3.476085 -4.915446 0.002 0.000 0.001 0.12
H 4.218693 -2.031120 -5.376180 0.000 -0.001 -0.001 0.13
H 1.572847 -1.899355 -5.328174 0.002 -0.001 -0.002 0.12
C -2.559366 -2.281588 -3.715607 -0.001 0.001 0.004 -0.14
C -2.761967 -3.120119 -2.436402 -0.003 0.003 -0.003 -0.14
C -2.873599 -2.066094 -1.323182 0.006 0.001 -0.004 -0.19
O -2.403556 -0.843133 -1.882542 -0.011 -0.003 0.011 -0.18
C -2.824073 -0.857346 -3.244486 0.007 -0.010 -0.014 -0.21
H -3.223415 -2.579113 -4.525450 0.001 -0.001 -0.001 0.11
H -1.532746 -2.352485 -4.076061 0.000 0.000 0.001 0.09
H -1.919837 -3.787824 -2.261619 0.002 0.000 0.002 0.10
H -3.661659 -3.731682 -2.485900 -0.001 0.004 -0.004 0.11
H -2.264027 -2.287526 -0.446533 0.005 -0.003 -0.003 0.11
H -3.917440 -1.945095 -1.004298 0.001 0.000 0.004 0.12
H -2.246539 -0.107545 -3.782143 -0.003 0.002 0.003 0.08
H -3.893187 -0.610833 -3.303247 -0.001 -0.002 0.000 0.12
O 2.359427 1.032068 -0.190195 -0.006 -0.020 0.028 -0.48
S 3.159945 2.392503 -0.031809 -0.014 0.042 0.015 0.12
O 1.847204 3.205768 0.254129 -0.015 0.001 -0.028 -0.53
O 3.993227 2.337040 1.120626 0.009 -0.007 -0.003 -0.31
S 3.949060 2.890286 -1.687561 0.004 -0.003 0.001 0.44
```
Forces are in eV/Å.

No. 3
The following is a DFT calculation (ωB97M-V/def2-TZVPD) of a molecular structure, C27H30BLuN6O4S5 in a non-equilibrium geometry.

The highest occupied orbital energy comes out at -7.258 eV. Its max |F| is 0.046 Eh/bohr. The energy is -134096.121 eV. The frontier orbital gap comes out at 6.887 eV. The value obtained for the energy above the lowest of the compared OMol25 structures with the same formula, charge and spin is 9.0 kcal/mol.

Structure (XYZ):
```
74
Properties=species:S:1:pos:R:3:forces:R:3:lowdin_charge:R:1
Lu -0.851505 -0.451338 -0.534862 0.465 0.129 -2.312 1.53
N -2.596005 -2.477838 -1.213162 0.023 0.323 0.280 -0.03
C -2.990505 -2.304438 -2.614562 0.210 -0.108 -0.395 -0.24
C -1.734705 -2.351538 -3.487662 -0.467 -0.078 0.221 -0.21
N -0.882605 -1.197038 -3.204762 0.451 -0.104 0.163 -0.13
C -1.048105 -0.077938 -4.137762 -0.326 0.513 0.029 -0.23
C -1.897605 1.043662 -3.537962 -0.009 -0.206 -0.325 -0.24
N -1.259805 1.535462 -2.316562 0.106 0.229 -0.046 -0.06
H -3.375305 -2.211138 -0.615662 0.121 -0.020 0.068 0.08
H -2.406705 -3.463538 -1.040262 0.142 0.237 0.107 0.09
H -3.702005 -3.069138 -2.957662 0.043 0.151 0.101 0.12
H -3.461305 -1.322938 -2.704962 -0.053 -0.128 -0.021 0.10
H -1.177805 -3.265438 -3.249662 -0.054 0.094 -0.054 0.12
H -2.022705 -2.391238 -4.549462 0.102 -0.022 0.174 0.12
H 0.087395 -1.489138 -3.267262 -0.052 0.019 0.117 0.03
H -0.061005 0.334562 -4.361862 -0.030 -0.083 -0.010 0.09
H -1.499705 -0.412538 -5.081562 0.081 0.033 0.096 0.12
H -2.019505 1.830162 -4.299462 -0.051 -0.143 0.149 0.12
H -2.891605 0.669462 -3.271862 0.075 0.102 -0.054 0.10
H -0.360405 1.959662 -2.553962 -0.094 -0.114 0.226 0.03
H -1.845405 2.269262 -1.923662 0.142 -0.068 0.016 0.08
O -4.237005 2.036662 -0.068262 0.311 -0.130 -0.035 0.06
C -3.153105 1.482262 0.034438 -0.444 1.336 0.568 -0.62
O -2.852405 0.319662 -0.372562 0.298 -1.145 -0.152 -0.21
C -2.011305 2.265862 0.727838 -0.109 -0.197 -0.016 -0.17
C -2.291905 3.514462 1.316838 0.053 0.088 0.013 0.02
C -1.289205 4.199862 1.945238 -0.033 -0.291 -0.092 0.02
C -0.010405 3.609762 2.043438 -0.074 -0.363 -0.330 -0.15
C 1.080295 4.214662 2.700838 0.139 0.021 0.071 -0.03
C 2.292195 3.589662 2.761538 -0.075 0.236 0.026 -0.07
C 2.473095 2.328862 2.170738 -0.133 -0.283 -0.142 -0.08
C 1.438595 1.711662 1.524438 -0.008 -0.154 0.055 -0.06
C 0.178395 2.341562 1.430538 0.428 0.294 0.293 -0.23
N -0.811805 1.715362 0.750538 -0.726 -0.479 -0.208 0.08
H -3.300905 3.889662 1.247638 -0.040 0.017 -0.053 0.12
H -1.459205 5.176362 2.379338 -0.045 0.021 0.048 0.12
H 0.940195 5.182762 3.155438 -0.034 0.150 0.070 0.11
H 3.129595 4.060862 3.255438 0.006 0.067 0.047 0.11
H 3.447395 1.867662 2.216738 0.061 -0.161 0.006 0.11
H 1.541295 0.727462 1.073438 0.165 0.126 0.012 0.10
O -1.852805 -1.121238 2.613738 -0.514 0.325 -0.315 0.09
B -0.822005 -1.414738 1.702438 0.204 -0.323 1.166 -0.49
O 0.138095 -2.184238 2.444038 0.261 0.040 -0.760 0.04
C -0.303805 -2.296238 3.719038 -0.812 0.228 0.617 -0.23
C 0.289295 -2.909238 4.801738 0.075 0.075 -0.335 0.00
C -0.408505 -2.877338 5.999438 -0.106 -0.022 0.170 -0.10
C -1.650005 -2.262638 6.098138 0.056 -0.072 0.131 -0.10
C -2.243105 -1.637738 5.010838 0.021 0.174 -0.445 0.01
C -1.543105 -1.652938 3.819338 0.753 -0.588 0.582 -0.22
H 1.258295 -3.375238 4.718238 0.099 -0.081 -0.016 0.12
H 0.021895 -3.342138 6.872738 0.041 -0.047 0.094 0.10
H -2.166205 -2.266638 7.045238 -0.051 0.003 0.112 0.10
H -3.202905 -1.153238 5.087238 -0.120 0.068 0.010 0.12
N 0.710195 -3.663738 0.002538 -0.005 -0.158 0.032 -0.01
C 1.520895 -4.691938 -0.294262 0.041 0.018 -0.201 -0.09
C 2.143995 -4.383138 -1.482762 -0.115 -0.090 0.146 -0.06
C 1.649295 -3.120238 -1.819862 -0.003 -0.098 -0.008 -0.19
N 0.781695 -2.691238 -0.914562 -0.474 0.632 0.200 -0.03
H 0.210195 -3.489338 0.869238 0.163 0.048 -0.140 0.11
H 1.590995 -5.555738 0.333638 0.031 -0.148 0.206 0.12
H 2.853495 -4.971838 -2.027162 0.126 -0.121 -0.050 0.09
H 1.916295 -2.512838 -2.665262 -0.015 0.176 -0.030 0.07
C 2.289895 3.958462 -2.767662 0.177 -0.255 0.502 -0.37
S 2.274195 3.431162 -1.015762 0.103 0.203 -0.299 0.82
C 3.419295 2.100462 -1.063062 -0.051 -0.122 0.073 -1.01
C 3.098095 0.842962 -1.454962 1.041 0.340 0.326 -1.14
S 1.605095 0.338962 -2.083662 -0.978 -0.450 -0.166 0.54
S 4.450095 -0.307638 -1.417762 -0.156 0.651 0.085 0.88
C 5.691695 0.811062 -0.908862 -0.163 0.017 0.084 -1.51
S 7.267095 0.406562 -0.767362 0.139 -0.077 0.060 0.53
S 5.074695 2.397862 -0.547762 -0.212 -0.379 -0.314 0.89
H 1.538595 4.735862 -2.842362 -0.114 0.140 -0.095 0.03
H 2.028495 3.110962 -3.394562 -0.032 -0.037 -0.090 0.02
H 3.263695 4.354862 -3.038962 0.029 0.021 -0.045 0.04
```
Forces are in eV/Å.